C14H16AsClO10PReS | ωB97M-V/def2-TZVPD

energy above the lowest of the compared OMol25 structures with the same formula, charge and spin: 257.16 kJ/mol
spin multiplicity: 2
charge: +1
HOMO energy (spin up / spin down): -12.88 / -12.71 eV

Last column: natural (NBO) charge in e.
Element x y z (Å)
H: 3.541 1.818 -0.644  0.51
H: -2.434 -2.680 -1.360  0.26
C: -2.464 0.546 -1.295  -0.41
O: 0.006 1.902 -1.252  -0.81
H: -3.955 3.488 -2.003  0.23
H: -4.120 1.181 1.581  0.23
H: -2.569 -0.490 0.577  0.21
C: -3.762 1.306 0.572  -0.21
O: -0.186 0.599 0.672  -0.83
Cl: 0.259 1.931 0.127  2.62
O: -0.189 -2.257 1.110  -0.88
C: -2.838 1.666 -2.029  -0.18
C: 2.799 -0.532 1.542  -0.43
H: -1.342 -0.107 -4.299  0.27
As: 3.266 -0.412 -0.377  2.39
C: 1.892 -1.680 3.450  -0.16
C: 3.378 0.421 2.377  -0.10
H: 2.307 -0.802 5.349  0.25
O: 1.587 -2.674 -0.308  -0.82
H: -2.459 1.816 -3.027  0.22
O: 4.233 -1.591 -0.842  -1.05
S: 1.200 -2.820 1.128  2.35
H: -0.192 0.942 -3.393  0.29
C: -2.091 -2.232 -2.290  -0.96
O: 1.830 -0.153 -1.312  -0.90
H: 0.261 -0.708 -3.817  0.27
H: -2.944 -2.083 -2.951  0.27
O: 1.634 2.008 0.398  -0.84
O: 1.354 -4.090 1.719  -0.81
C: 3.174 0.333 3.747  -0.17
C: -3.676 2.605 -1.449  -0.18
C: -2.919 0.363 0.009  -0.13
C: -4.135 2.429 -0.153  -0.16
H: 3.965 1.223 1.944  0.25
C: 2.449 -0.721 4.283  -0.16
H: 1.332 -2.521 3.828  0.25
O: 4.134 1.060 -0.580  -0.98
Re: 0.475 -1.072 -0.334  1.32
C: 2.073 -1.574 2.079  -0.37
H: -4.769 3.177 0.299  0.23
H: 3.583 1.094 4.398  0.25
H: -1.380 -2.898 -2.773  0.26
O: -0.474 2.900 0.788  -0.74
C: -0.572 -0.069 -3.530  -0.97
P: -1.262 -0.644 -1.959  1.30

C18H23NO | ωB97M-V/def2-TZVPD

energy above the lowest of the compared OMol25 structures with the same formula, charge and spin: 0.00 kJ/mol
SMILES: CCCCCCCc1ccc(-c2ccc(O)cc2)nc1
charge: 0
HOMO energy: -8.00 eV

Last column: natural (NBO) charge in e.
Element x y z (Å)
H: -0.402 -3.181 -0.142  0.21
O: -7.911 1.057 -0.220  -0.66
H: -4.481 -1.645 -1.416  0.21
C: 5.214 0.922 -0.166  -0.39
H: 1.955 -1.630 -1.343  0.20
C: -4.832 -0.837 -0.791  -0.19
C: -5.762 1.275 0.743  -0.27
C: -2.564 -0.610 0.250  0.16
C: -0.773 -2.194 0.100  -0.17
H: 2.772 3.372 -0.593  0.21
H: 0.150 0.805 1.312  0.18
C: 1.560 -1.487 0.762  -0.42
H: 1.736 -2.552 0.930  0.21
H: -6.808 -0.926 -1.605  0.20
C: -6.146 -0.428 -0.908  -0.29
H: -8.394 0.527 -0.866  0.48
H: 3.687 1.301 -1.642  0.19
H: 3.951 3.234 0.713  0.20
H: 4.281 -1.163 -1.360  0.20
C: 3.366 2.670 -0.011  -0.61
C: -2.110 -1.891 -0.074  -0.23
C: -6.624 0.627 -0.139  0.31
H: 1.934 -0.940 1.629  0.21
C: 4.520 -0.230 0.565  -0.40
C: 3.831 -1.235 -0.368  -0.40
H: 5.778 1.505 0.567  0.20
C: 4.284 1.867 -0.926  -0.40
C: -3.965 -0.203 0.095  -0.03
H: -6.144 2.096 1.329  0.22
N: -1.734 0.310 0.742  -0.43
C: -4.452 0.865 0.851  -0.17
C: 0.094 -1.229 0.600  -0.05
C: 2.319 -1.043 -0.496  -0.38
H: 5.936 0.500 -0.871  0.20
H: 2.683 2.022 0.532  0.20
H: 3.800 0.175 1.276  0.19
H: -2.793 -2.643 -0.436  0.21
H: 4.901 2.564 -1.499  0.20
H: 2.086 0.003 -0.698  0.20
H: 5.283 -0.752 1.148  0.21
C: -0.464 0.009 0.906  0.05
H: -3.776 1.364 1.527  0.24
H: 4.013 -2.251 -0.007  0.20

C2H3DyO2 | ωB97M-V/def2-TZVPD

energy above the lowest of the compared OMol25 structures with the same formula, charge and spin: 0.00 kJ/mol
spin multiplicity: 7
charge: +3
HOMO energy (spin up / spin down): -24.34 / -26.53 eV

Last column: Löwdin spin population.
Element x y z (Å)
Dy: -1.412 -2.463 -0.335  5.86
H: -0.193 1.710 -0.475  0.00
C: 0.921 -0.655 1.310  0.02
O: -0.135 -0.569 0.555  0.09
H: -1.377 0.742 -0.749  0.00
H: 0.673 0.534 -1.175  0.00
C: -0.289 0.639 -0.659  0.02
O: 1.812 0.062 1.528  0.00

C2H9NS | ωB97M-V/def2-TZVPD

energy above the lowest of the compared OMol25 structures with the same formula, charge and spin: 199.49 kJ/mol
SMILES: CNC.S
charge: 0
HOMO energy: -8.45 eV

Last column: natural (NBO) charge in e.
Element x y z (Å)
H: 1.382 0.957 -1.341  0.23
S: 2.005 -2.142 0.235  -0.59
H: -2.390 0.360 -0.068  0.19
C: -1.450 0.049 0.394  -0.42
H: -0.223 -0.890 -1.056  0.41
N: -0.239 -0.108 -0.405  -0.63
H: -0.161 1.843 -1.232  0.19
H: -1.601 -0.989 0.766  0.21
H: 0.853 1.594 0.217  0.20
H: 0.971 -0.842 0.344  0.28
H: -1.261 0.659 1.276  0.20
C: 0.500 1.127 -0.717  -0.42
H: 1.616 -1.617 1.586  0.15

C44H77F2NO11 | ωB97M-V/def2-TZVPD

SMILES: CC(=O)OCCCCCCC1=C(CCCF)C(=O)c2c(cc(C[C@H]3CO3)c(C[C@@H](C)F)c2CCCCN(C)C(C)=O)C1=O.CCO.CCO.CCO.CCO.CCO
charge: 0
HOMO energy: -9.15 eV

Last column: Mulliken charge in e.
Element x y z (Å)
C: -5.129 -4.481 -0.528  -1.91
C: 2.644 -2.539 -2.079  -1.62
H: -4.301 -0.725 0.297  -0.11
H: -0.665 -5.754 -2.439  0.44
C: 0.278 -2.231 -1.145  -0.26
H: -0.687 -5.936 -6.203  0.39
H: 0.323 -2.982 1.650  0.19
H: 2.181 6.425 6.135  0.27
H: -5.963 -2.737 -1.531  0.45
C: 2.715 5.054 8.252  -0.84
H: -2.820 2.277 3.805  0.31
C: 4.008 7.314 2.895  0.00
C: -0.121 0.315 -1.339  -0.49
C: -2.680 -4.629 -1.231  0.22
H: -5.083 -5.201 -2.876  0.34
C: -1.677 2.118 -0.287  -1.27
O: -2.493 -4.681 -7.497  -0.58
O: 3.104 -7.227 -2.142  -0.50
H: 1.714 -0.625 -0.705  0.63
H: -3.719 -1.661 -5.860  0.38
C: 2.020 6.391 8.076  -0.28
H: -0.772 -4.878 -4.819  -0.09
H: -2.339 -2.978 2.187  0.04
C: -3.768 -3.821 -0.590  0.81
C: -1.312 -4.029 -1.420  0.30
C: -0.238 1.579 -0.434  -0.83
H: 2.875 2.286 4.567  0.28
H: 2.834 4.780 2.791  0.04
C: 6.173 10.902 -0.597  -0.21
H: -1.041 2.313 4.148  0.36
C: 0.650 -0.844 -0.655  -1.11
H: 2.887 -5.462 -0.949  0.55
H: 1.924 3.731 4.881  0.22
C: 1.222 -3.008 -1.825  0.41
C: 1.814 -7.397 -1.486  -0.91
H: 3.798 5.184 8.250  0.25
H: -4.178 1.779 0.103  0.38
H: 5.565 6.261 3.407  0.27
H: 4.701 11.554 -2.031  0.29
C: -4.484 -1.757 0.614  -0.78
C: 5.786 11.541 -1.918  -1.07
O: -1.868 -1.015 0.455  -0.57
C: 1.030 -5.451 1.556  -0.67
H: 3.310 -3.348 -1.752  0.29
C: -1.819 1.979 3.465  -1.18
H: -6.532 -4.382 -3.610  0.58
H: 5.015 8.048 1.138  0.31
C: -0.991 -2.766 -0.930  0.50
O: 0.691 -3.250 2.500  -0.59
H: -1.748 3.194 -0.510  0.35
H: 0.491 0.624 -2.199  0.53
C: -5.634 -4.264 -2.997  -1.07
C: -3.727 2.036 1.062  -1.14
C: -1.390 -5.430 -5.536  -0.45
F: -3.230 -2.931 3.961  -0.40
H: 2.944 -1.661 -1.509  0.71
H: 1.816 -7.277 -0.407  0.29
H: 5.751 11.463 0.236  0.27
C: -2.208 -4.433 -6.348  0.53
O: 1.760 3.106 2.269  -0.34
H: -3.643 -3.416 -3.502  -0.31
H: 4.233 9.312 2.096  0.32
H: -4.045 3.025 1.418  0.32
H: -2.021 -6.182 -5.059  0.28
H: 3.789 7.642 3.918  0.13
H: 3.064 7.110 2.390  0.33
H: -1.857 0.888 3.379  0.19
C: 2.870 3.702 2.938  0.00
H: -1.096 0.026 -1.740  0.34
H: 2.469 4.383 7.425  0.17
O: 4.736 6.086 2.951  -0.49
C: 0.893 -4.281 -2.275  1.48
C: -3.455 -2.618 -0.102  1.13
H: 0.954 -7.359 -2.139  0.26
H: 3.780 3.323 2.476  0.29
C: -2.059 -2.047 -0.172  -0.22
O: -0.889 3.513 1.867  -0.68
C: -3.363 -2.998 2.567  0.20
H: 0.202 1.385 0.549  0.44
H: 0.932 6.262 8.070  0.26
H: 6.051 9.066 -1.234  0.26
H: 3.399 -0.140 -3.327  0.36
H: -5.504 -2.063 0.407  0.50
C: -3.790 -2.738 -6.050  -0.93
C: -1.613 2.549 2.061  0.51
C: 2.813 -0.806 -3.964  -1.52
O: 2.418 7.015 6.857  -0.48
H: 0.814 -4.938 3.641  0.44
H: -5.084 -5.556 -0.704  0.53
H: -3.869 -3.935 2.312  0.13
H: -5.307 -4.251 -5.512  0.48
H: 2.437 -2.923 -4.251  0.37
C: 1.866 -5.211 -2.964  -1.55
H: 3.227 -0.722 -4.977  0.45
H: 1.385 -5.968 -3.585  0.40
H: -0.678 -4.778 2.703  0.11
H: 2.420 4.577 9.188  0.35
C: -4.706 -3.220 -3.678  0.49
H: 6.160 12.564 -1.983  0.33
O: -2.519 -3.288 -5.691  -0.19
H: 6.190 10.968 -2.756  0.33
C: 2.847 3.366 4.418  -1.06
C: -4.170 -1.772 2.155  -0.10
H: -4.042 -2.839 -7.108  0.44
H: -2.313 1.609 -1.021  0.87
H: 0.951 3.448 2.665  0.18
C: -6.086 -3.823 -1.561  -0.69
F: 4.330 -2.577 -3.724  -0.41
H: 3.699 3.816 4.932  0.42
H: 0.827 -6.516 1.685  0.46
O: 5.673 9.569 -0.506  -0.46
H: -7.108 -4.142 -1.346  0.44
H: -5.792 -2.582 -5.405  0.37
H: 2.280 7.069 8.888  0.28
C: -0.376 -4.771 -2.080  -1.17
C: 0.408 -4.636 2.677  -0.33
H: -5.497 -4.329 0.497  0.47
H: -4.926 -2.238 -3.241  0.35
H: 0.383 -0.804 0.408  0.24
C: 2.962 -2.262 -3.557  0.49
C: 2.500 -6.029 -1.795  0.30
H: 0.638 -5.134 0.584  0.06
C: -4.951 -3.262 -5.202  -1.02
H: 5.749 8.568 2.642  0.31
H: 1.756 -0.534 -4.046  0.27
H: -4.140 1.306 1.777  0.28
H: 0.349 2.391 -0.874  0.39
H: 7.262 10.881 -0.483  0.27
H: 2.111 -5.298 1.532  0.26
N: -2.272 1.859 1.033  0.60
O: -2.896 -5.760 -1.633  -0.68
H: -3.568 -0.889 2.384  -0.49
H: -5.088 -1.758 2.750  0.63
H: 2.701 -4.717 -3.456  0.50
C: 4.792 8.377 2.148  -1.18

C23H11Br4F11HfN3O4 | ωB97M-V/def2-TZVPD

energy above the lowest of the compared OMol25 structures with the same formula, charge and spin: 63.07 kJ/mol
charge: -1
HOMO energy: -4.67 eV

Last column: natural (NBO) charge in e.
Element x y z (Å)
H: -1.653 -2.279 -0.884  0.23
C: 5.238 2.220 1.084  0.24
F: -1.384 2.171 1.715  -0.29
C: -0.844 0.601 3.395  0.13
H: 1.790 -2.477 1.409  0.21
F: -1.631 4.208 3.508  -0.30
C: -0.820 1.464 5.708  0.28
F: 6.247 3.052 1.371  -0.29
C: 1.417 -2.585 0.389  -0.22
C: -2.177 0.240 -1.308  0.24
N: 0.040 -2.096 0.326  -0.47
F: -1.255 3.759 6.183  -0.31
N: -0.713 -0.278 2.408  -0.73
C: -0.632 -2.656 -0.845  -0.42
F: 3.864 3.952 0.305  -0.27
F: -0.639 1.226 7.020  -0.31
Hf: -0.055 0.576 0.310  2.46
C: -1.133 2.752 5.296  0.20
H: 3.358 -2.262 -0.494  0.20
C: -1.039 0.144 -2.174  0.33
Br: -2.776 -0.028 -5.955  0.07
C: -3.444 0.309 -1.879  -0.16
Br: -4.909 0.391 -0.695  0.07
O: 0.133 0.007 -1.623  -0.84
H: 0.721 -1.705 2.972  0.17
C: -0.349 -1.640 2.728  -0.22
C: 2.900 1.742 0.456  0.52
O: 1.196 0.942 1.781  -0.63
H: 1.982 -1.836 -1.556  0.24
C: -3.633 0.256 -3.257  -0.17
H: -0.116 -2.355 -1.754  0.22
F: -0.347 2.286 -0.479  -0.70
H: -0.669 -3.755 -0.803  0.17
C: 2.362 -1.805 -0.529  -0.26
O: -1.977 0.155 -0.025  -0.81
C: -1.195 1.934 3.046  0.31
H: 1.468 -3.649 0.111  0.19
H: -1.753 -2.400 1.330  0.22
F: -0.310 -0.769 5.323  -0.33
C: -2.535 0.134 -4.093  -0.15
F: 4.824 -1.421 1.045  -0.31
C: 5.456 0.818 1.293  0.31
N: 2.320 -0.422 -0.175  -0.37
Br: 0.262 -0.165 -4.639  0.05
C: -1.255 0.087 -3.547  -0.20
H: -0.910 -2.022 3.588  0.20
C: -1.317 2.977 3.932  0.28
C: -0.686 -2.515 1.528  -0.22
F: 6.609 0.446 1.859  -0.28
H: -0.479 -3.574 1.752  0.17
C: -0.673 0.432 4.799  0.23
F: 2.134 2.012 -0.699  -0.31
C: 3.270 0.267 0.332  0.17
Br: -5.374 0.294 -3.976  0.07
C: 4.076 2.665 0.560  0.34
C: 4.543 -0.110 0.882  0.30
O: 2.124 2.003 1.552  -0.26

Number 1: electronic energy -4808.65663 Ha. Number 2: electronic energy -829.70355 Ha. Number 3: electronic energy -1112.06809 Ha. Number 4: electronic energy -534.45370 Ha. Number 5: electronic energy -2804.75883 Ha. Number 6: electronic energy -12791.00207 Ha.